Entry 1:
The following is a quantum chemistry calculation of the molecule C14H8ClN5O at a distorted geometry, from the Open Molecules 2025 dataset.

Structure (XYZ):
```
29
C14H8ClN5O | the Open Molecules 2025 dataset | ωB97M-V/def2-TZVPD
Cl 1.69 2.46 -1.12
C 0.16 1.62 -0.84
N -0.74 1.83 -1.79
C -1.86 1.08 -1.75
C -2.75 1.14 -2.88
C -3.95 0.41 -2.98
C -4.29 -0.28 -1.86
C -3.53 -0.33 -0.69
C -2.21 0.27 -0.66
C -1.27 0.21 0.50
N -1.31 -0.39 1.69
N 0.06 -0.11 2.23
C 0.75 0.54 1.33
N 2.03 0.96 1.52
C 2.68 0.42 2.52
C 4.06 0.42 2.55
C 4.61 0.09 3.77
C 5.96 0.39 3.76
C 6.24 0.88 2.54
O 5.08 1.05 1.78
N -0.06 0.84 0.29
H -2.40 1.69 -3.76
H -4.47 0.42 -3.98
H -5.30 -0.61 -1.95
H -3.84 -0.79 0.25
H 2.07 -0.06 3.35
H 4.02 -0.23 4.60
H 6.68 0.27 4.58
H 7.24 1.17 2.37
```

The SMILES is Clc1nc2ccccc2c2nnc(/N=C/c3ccco3)n12. Its total charge is 0. The value obtained for the LUMO energy is -0.76 eV. For the total energy, the calculation gives -1347.404475 Ha.

Entry 2:
The following is a quantum chemistry calculation of the molecule C19H17N3O4S2 at a distorted geometry, from the Open Molecules 2025 dataset.

Structure (XYZ):
```
45
C19H17N3O4S2 | the Open Molecules 2025 dataset | ωB97M-V/def2-TZVPD
C -3.98 -1.15 1.68
S -3.90 0.42 2.00
O -2.43 0.76 2.62
O -4.81 0.99 2.97
N -4.07 1.27 0.79
C -3.36 1.13 -0.41
C -3.97 1.63 -1.48
C -3.41 1.43 -2.97
C -1.95 0.74 -2.79
C -1.34 0.41 -1.45
C -0.11 -0.05 -1.60
N 0.26 -0.65 -0.35
N 1.61 -1.01 -0.57
C 2.33 -1.73 0.30
O 3.54 -2.10 0.20
C 1.82 -1.52 1.83
C 2.44 -1.85 2.97
C 1.44 -1.88 3.97
C 0.35 -0.93 3.34
O 0.55 -0.81 1.82
C 2.01 -1.11 -1.97
C 3.24 -0.32 -2.23
C 4.48 -0.62 -2.44
C 5.43 0.44 -2.58
C 4.92 1.63 -2.14
S 3.25 1.43 -1.55
C 0.71 -0.21 -2.73
C -2.18 0.69 -0.43
H -3.92 -1.85 2.53
H -5.08 -1.41 1.38
H -3.27 -1.41 0.85
H -4.90 1.67 0.78
H -5.00 1.97 -1.63
H -3.69 1.90 -3.71
H -1.61 0.86 -3.85
H 3.22 -2.44 2.98
H 1.65 -1.67 4.94
H -0.46 -0.53 3.81
H 2.38 -2.02 -2.30
H 4.75 -1.65 -2.72
H 6.55 0.51 -2.58
H 5.34 2.39 -2.00
H 0.51 -0.89 -3.37
H 1.11 0.58 -3.31
H -1.62 0.48 0.39
```

The SMILES is CS(=O)(=O)Nc1cccc(C2=NN(C(=O)c3ccco3)[C@H](c3cccs3)C2)c1. Its total charge is 0. The value obtained for the LUMO energy is -1.03 eV. For the total energy, the calculation gives -1995.190215 Ha.

Entry 3:
The following is a quantum chemistry calculation of a structure of composition C12H36AlB3O6S3 at a distorted geometry, from the Open Molecules 2025 dataset.

Structure (XYZ):
```
61
C12H36AlB3O6S3 | the Open Molecules 2025 dataset | ωB97M-V/def2-TZVPD
Al 12.92 -27.30 23.90
B 15.00 -29.18 25.20
H 15.34 -28.71 24.30
H 14.29 -29.96 24.99
H 15.89 -29.57 25.68
H 14.57 -28.44 25.86
B 10.68 -27.34 26.08
H 11.39 -28.08 26.43
H 10.37 -27.62 25.08
H 9.84 -27.28 26.76
H 11.05 -26.34 26.17
B 15.34 -25.22 24.04
H 15.42 -26.24 24.39
H 16.15 -25.07 23.34
H 14.39 -25.08 23.55
H 15.42 -24.53 24.87
C 6.82 -25.16 24.00
C 7.43 -23.75 23.90
C 8.76 -23.76 23.04
S 9.11 -25.55 22.71
O 10.44 -25.92 23.13
O 8.50 -25.95 21.46
C 8.04 -26.09 24.11
H 6.32 -25.37 23.06
H 6.12 -25.36 24.81
H 7.68 -23.47 24.92
H 6.65 -23.10 23.49
H 9.56 -23.49 23.73
H 8.78 -23.16 22.13
H 8.61 -25.94 25.03
H 7.75 -27.12 23.90
C 11.11 -26.77 17.41
C 11.70 -28.11 17.31
C 12.57 -28.57 18.47
S 12.72 -27.17 19.55
O 13.86 -26.32 19.12
O 12.46 -27.50 20.97
C 11.21 -26.37 18.89
H 10.08 -26.58 17.10
H 11.80 -26.14 16.85
H 12.16 -28.11 16.32
H 10.90 -28.82 17.14
H 13.58 -28.77 18.13
H 12.10 -29.34 19.08
H 11.24 -25.35 19.27
H 10.43 -26.86 19.48
C 18.27 -25.89 20.68
C 18.79 -27.23 21.40
C 17.68 -27.82 22.23
S 16.20 -27.75 21.09
O 14.98 -27.53 21.91
O 16.18 -28.79 20.05
C 16.71 -26.13 20.43
H 18.87 -25.74 19.78
H 18.43 -24.94 21.17
H 19.61 -27.13 22.12
H 19.17 -27.97 20.70
H 17.38 -27.12 23.00
H 17.72 -28.80 22.72
H 16.10 -25.40 20.95
H 16.36 -26.33 19.41
```

Its total charge is -1. The value obtained for the LUMO energy (spin up / spin down) is 2.05 / -0.73 eV. The spin multiplicity is 2. For the total energy, the calculation gives -2441.380908 Ha.

Entry 4:
The following is a quantum chemistry calculation of the molecule C5H12O, from the Open Molecules 2025 dataset.

Structure (XYZ):
```
18
C5H12O | the Open Molecules 2025 dataset | ωB97M-V/def2-TZVPD
C -0.44 -1.35 1.54
O 0.58 -0.70 0.83
C 0.24 0.18 -0.24
C 0.10 -0.69 -1.51
C -1.04 1.00 -0.01
C 1.44 1.15 -0.19
H -0.31 -2.44 1.50
H -1.45 -1.12 1.18
H -0.38 -1.04 2.59
H -0.33 -1.65 -1.20
H -0.58 -0.28 -2.27
H 1.06 -0.91 -1.98
H -1.95 0.46 -0.27
H -1.12 1.33 1.04
H -1.01 1.90 -0.64
H 1.49 1.52 0.84
H 2.38 0.63 -0.38
H 1.35 2.01 -0.86
```

The SMILES is COC(C)(C)C. Its total charge is 0. The value obtained for the LUMO energy is 0.94 eV. For the total energy, the calculation gives -272.920290 Ha.

Entry 5:
The following is a quantum chemistry calculation of the molecule C17H20FN5 at a distorted geometry, from the Open Molecules 2025 dataset.

Structure (XYZ):
```
43
C17H20FN5 | the Open Molecules 2025 dataset | ωB97M-V/def2-TZVPD
C 4.03 -1.12 -2.58
C 2.78 -0.53 -1.92
N 2.82 -0.39 -0.48
C 2.95 -1.60 0.31
C 4.25 -1.46 1.09
C 4.30 0.04 1.34
C 3.73 0.63 0.04
C 2.97 1.95 0.25
N 1.65 1.72 0.79
C 0.63 1.45 -0.07
N 0.70 1.90 -1.32
C -0.33 1.69 -2.14
N -1.45 1.07 -1.89
C -1.56 0.62 -0.64
C -0.55 0.79 0.32
N -0.95 0.21 1.51
C -2.20 -0.32 1.34
C -3.00 -0.99 2.25
C -4.24 -1.43 1.82
C -4.64 -1.20 0.51
F -5.87 -1.66 0.14
C -3.87 -0.55 -0.42
C -2.62 -0.10 0.01
H 3.88 -1.19 -3.65
H 4.24 -2.12 -2.20
H 4.90 -0.50 -2.40
H 1.92 -1.17 -2.15
H 2.58 0.46 -2.34
H 2.09 -1.66 1.00
H 2.92 -2.49 -0.32
H 5.09 -1.77 0.48
H 4.25 -2.05 2.01
H 3.66 0.30 2.18
H 5.30 0.41 1.54
H 4.56 0.83 -0.66
H 3.53 2.60 0.93
H 2.82 2.46 -0.70
H 1.64 1.17 1.63
H -0.20 2.08 -3.15
H -0.44 0.21 2.37
H -2.68 -1.16 3.27
H -4.90 -1.95 2.49
H -4.21 -0.38 -1.43
```

The SMILES is CCN1CCC[C@@H]1CNc1ncnc2c1[nH]c1ccc(F)cc12. Its total charge is 0. The value obtained for the LUMO energy is 0.47 eV. For the total energy, the calculation gives -1033.481291 Ha.

Entry 6:
The following is a quantum chemistry calculation of a cluster of 3 separate species, C34H61Br2NO7P2S3 in total at a distorted geometry, from the Open Molecules 2025 dataset.

Structure (XYZ):
```
110
C34H61Br2NO7P2S3 | the Open Molecules 2025 dataset | ωB97M-V/def2-TZVPD
H -2.18 -5.15 -1.10
N -2.50 -4.47 -0.42
C -2.05 -4.77 0.72
C -1.22 -6.01 0.91
C -2.47 -3.94 1.92
C -1.58 -2.83 2.49
Br -2.48 -2.60 4.31
O -0.33 -3.21 3.00
S 0.99 -3.31 2.14
O 2.07 -3.00 3.03
O 1.13 -4.57 1.49
C 0.83 -1.94 0.91
S 0.51 -2.80 -0.68
P 2.67 -1.32 0.79
O 2.79 -0.43 -0.55
Br 3.78 -3.15 0.18
C -0.17 -0.81 1.38
C 0.37 -0.29 2.77
C 0.82 1.17 2.96
C 2.24 1.57 2.55
S 3.55 0.87 3.59
P -0.01 0.59 0.06
C -1.33 1.86 0.27
C -0.48 0.09 -1.66
C 0.71 0.04 -2.63
C -1.63 -1.39 1.70
O -2.47 -0.66 2.47
C -2.61 0.72 2.67
C -3.25 0.96 4.02
O -2.23 -1.70 0.42
C -3.50 -1.38 0.12
O -4.44 -1.51 0.83
C -3.72 -0.98 -1.31
C -3.99 0.33 -1.67
C -4.19 0.67 -3.01
C -4.15 -0.30 -4.01
C -3.92 -1.62 -3.64
C -3.69 -1.96 -2.30
H -0.84 -6.10 1.92
H -1.82 -6.89 0.67
H -0.37 -5.98 0.23
H -3.46 -3.55 1.73
H -2.61 -4.65 2.73
H -0.81 -2.74 -0.86
H 3.00 -0.94 -1.35
H 1.21 -0.88 3.14
H -0.40 -0.45 3.51
H 0.82 1.33 4.04
H 0.13 1.91 2.57
H 2.34 2.64 2.76
H 2.43 1.45 1.49
H 3.32 -0.44 3.50
H -1.27 2.44 -0.65
H -1.18 2.56 1.08
H -2.31 1.40 0.26
H -1.05 -0.83 -1.71
H -1.13 0.85 -2.08
H 1.21 -0.92 -2.63
H 0.31 0.19 -3.63
H 1.39 0.85 -2.39
H -3.28 1.16 1.94
H -1.72 1.32 2.63
H -2.71 0.43 4.80
H -3.21 2.02 4.27
H -4.28 0.62 4.04
H -4.06 1.12 -0.94
H -4.37 1.69 -3.31
H -4.31 -0.05 -5.04
H -3.92 -2.40 -4.38
H -3.51 -2.99 -2.07
C -2.75 5.48 -0.69
C -3.98 4.64 -1.03
C -4.39 4.75 -2.50
C -4.81 6.15 -2.96
C -5.96 6.76 -2.17
C -7.26 5.97 -2.27
H -2.93 6.55 -0.84
H -2.48 5.35 0.36
H -1.89 5.19 -1.30
H -4.81 4.92 -0.38
H -3.76 3.59 -0.81
H -5.21 4.05 -2.68
H -3.56 4.41 -3.13
H -5.09 6.10 -4.01
H -3.95 6.82 -2.91
H -6.14 7.77 -2.54
H -5.68 6.87 -1.12
H -7.58 5.88 -3.31
H -8.06 6.47 -1.72
H -7.16 4.96 -1.86
C 6.80 -0.73 0.91
C 8.32 -0.88 0.96
C 8.96 -0.89 -0.42
C 8.53 -2.04 -1.33
C 8.78 -3.44 -0.76
C 10.26 -3.74 -0.51
H 6.33 -1.57 0.39
H 6.38 -0.71 1.92
H 6.51 0.19 0.41
H 8.58 -1.79 1.51
H 8.73 -0.05 1.53
H 10.05 -0.90 -0.31
H 8.73 0.06 -0.93
H 9.06 -1.95 -2.28
H 7.47 -1.94 -1.57
H 8.39 -4.17 -1.47
H 8.22 -3.57 0.17
H 10.83 -3.65 -1.43
H 10.38 -4.75 -0.14
H 10.69 -3.06 0.23
```

The SMILES is [H]/N=C(\C)C[C@@]1(Br)OS(=O)(=O)[C@](S)(P(O)Br)[C@@](CCCS)(P(C)CC)[C@@]1(OCC)OC(=O)c1ccccc1.CCCCCC.CCCCCC. Its total charge is 0. The value obtained for the LUMO energy is 0.19 eV. For the total energy, the calculation gives -8938.777978 Ha.

Entry 7:
The following is a quantum chemistry calculation of a structure of composition C12H16N3O4PRh at a distorted geometry, from the Open Molecules 2025 dataset.

Structure (XYZ):
```
37
C12H16N3O4PRh | the Open Molecules 2025 dataset | ωB97M-V/def2-TZVPD
Rh 0.00 -0.25 -1.08
C 0.02 0.67 0.71
O 0.03 1.42 1.59
C -0.01 1.64 -1.74
O -0.02 2.75 -2.08
C -1.97 -0.59 -1.04
O -3.09 -0.83 -0.94
C 1.98 -0.59 -1.08
O 3.10 -0.81 -0.99
C -0.01 -1.42 -2.86
H 0.92 -2.01 -2.91
H -0.93 -2.01 -2.90
C -0.01 -0.09 -3.35
H -0.94 0.35 -3.74
H 0.91 0.35 -3.75
C 1.25 -4.70 1.92
N 1.28 -3.47 2.76
C 0.05 -3.40 3.60
N -1.18 -3.48 2.79
C -1.17 -4.70 1.94
N 0.02 -4.80 1.09
C 0.01 -3.83 0.00
P 0.02 -2.10 0.71
C 1.43 -2.27 1.92
C -1.36 -2.27 1.95
H 1.29 -5.58 2.57
H 2.13 -4.68 1.26
H 0.06 -2.44 4.14
H 0.06 -4.24 4.31
H -2.07 -4.68 1.31
H -1.20 -5.58 2.60
H 0.91 -3.96 -0.64
H -0.89 -3.96 -0.62
H 1.46 -1.38 2.56
H 2.38 -2.35 1.38
H -2.32 -2.35 1.43
H -1.38 -1.38 2.60
```

Its total charge is +3. The value obtained for the LUMO energy (spin up / spin down) is -10.01 / -15.15 eV. The spin multiplicity is 5. For the total energy, the calculation gives -1382.663940 Ha.

Entry 8:
The following is a quantum chemistry calculation of the molecule CH4N2O2 at a distorted geometry, from the Open Molecules 2025 dataset.

Structure (XYZ):
```
9
CH4N2O2 | the Open Molecules 2025 dataset | ωB97M-V/def2-TZVPD
H 1.70 -1.56 0.43
N 2.13 -0.72 0.04
N 1.20 -0.02 -0.26
O 1.23 1.10 -0.60
O -0.18 -0.64 -0.04
C -1.28 0.29 0.09
H -2.05 -0.23 0.51
H -1.59 0.70 -0.99
H -1.15 1.08 0.81
```

The SMILES is [H]/N=[N+](/[O-])OC. Its total charge is 0. The value obtained for the LUMO energy is 0.91 eV. For the total energy, the calculation gives -300.332156 Ha.

Entry 9:
The following is a quantum chemistry calculation of a structure of composition C15H8CoN5S2Se3 at a distorted geometry, from the Open Molecules 2025 dataset.

Structure (XYZ):
```
34
C15H8CoN5S2Se3 | the Open Molecules 2025 dataset | ωB97M-V/def2-TZVPD
Co 0.55 -0.21 0.23
Se -1.12 2.47 -1.35
Se 1.64 1.91 0.98
C 0.99 1.02 2.50
C 0.83 1.52 3.79
C 0.25 0.70 4.73
C -0.15 -0.59 4.38
C 0.03 -1.01 3.09
N 0.59 -0.21 2.17
C 0.03 1.28 -2.31
C 0.38 1.63 -3.60
C 1.10 0.73 -4.36
C 1.40 -0.51 -3.82
C 1.02 -0.78 -2.52
N 0.37 0.12 -1.76
H 1.15 2.53 4.02
H 0.09 1.06 5.74
H -0.60 -1.26 5.11
H -0.24 -2.01 2.76
H 0.08 2.59 -4.01
H 1.41 0.98 -5.37
H 1.93 -1.26 -4.39
H 1.24 -1.72 -2.05
S -0.86 -2.04 0.08
C -2.34 -1.32 -0.40
C -3.35 -2.25 -0.86
N -4.14 -3.00 -1.22
C -2.66 -0.01 -0.36
S -1.50 1.13 0.34
C -3.91 0.53 -0.78
N -4.89 1.02 -1.12
Se 5.10 -0.98 0.25
C 3.36 -1.02 0.10
N 2.19 -1.05 0.01
```

Its total charge is 0. The value obtained for the LUMO energy (spin up / spin down) is -1.63 / -1.63 eV. For the total energy, the calculation gives -10233.624409 Ha.

Entry 10:
The following is a quantum chemistry calculation of a structure of composition C20H20ClFeN3O3 at a distorted geometry, from the Open Molecules 2025 dataset.

Structure (XYZ):
```
48
C20H20ClFeN3O3 | the Open Molecules 2025 dataset | ωB97M-V/def2-TZVPD
Fe 11.34 10.85 5.76
C 14.47 9.18 6.57
C 14.65 10.52 6.06
C 15.97 11.01 6.24
C 16.20 12.39 5.99
C 15.23 13.07 5.29
C 13.99 12.48 5.08
N 13.63 11.26 5.51
C 12.87 13.30 4.51
C 13.05 14.68 4.21
C 11.95 15.42 3.77
C 10.75 14.73 3.63
C 10.62 13.43 4.14
N 11.70 12.69 4.45
C 9.39 12.89 4.66
C 8.23 13.73 4.81
C 7.18 13.29 5.61
C 7.24 11.95 6.07
C 8.33 11.13 5.71
C 8.25 9.64 5.76
N 9.41 11.63 5.10
H 14.57 8.43 5.76
H 13.45 9.15 6.97
H 15.21 8.98 7.36
H 16.73 10.38 6.69
H 17.08 12.93 6.33
H 15.41 14.09 4.98
H 13.95 15.22 4.33
H 12.13 16.49 3.67
H 9.86 15.20 3.20
H 8.28 14.76 4.59
H 6.35 13.93 5.91
H 6.41 11.58 6.70
H 7.44 9.31 6.40
H 9.15 9.23 6.20
H 8.13 9.25 4.74
C 10.79 13.05 7.88
O 11.25 11.84 7.33
H 9.97 12.91 8.66
H 10.31 13.63 7.06
H 11.60 13.63 8.31
Cl 10.27 6.52 3.60
C 11.54 7.05 4.88
C 11.49 8.52 5.10
O 11.45 8.87 6.32
O 11.47 9.40 4.15
H 12.49 6.64 4.51
H 11.29 6.60 5.90
```

Its total charge is 0. The value obtained for the LUMO energy (spin up / spin down) is -0.46 / -0.49 eV. The spin multiplicity is 5. For the total energy, the calculation gives -2888.050866 Ha.

Entry 11:
The following is a quantum chemistry calculation of the molecule C21H26N2O6S at a distorted geometry, from the Open Molecules 2025 dataset.

Structure (XYZ):
```
56
C21H26N2O6S | the Open Molecules 2025 dataset | ωB97M-V/def2-TZVPD
C 3.42 0.36 -2.59
C 2.63 0.74 -1.36
O 1.42 1.40 -1.78
C 0.66 1.93 -0.83
O 0.91 1.84 0.35
C -0.50 2.70 -1.41
C -1.68 2.85 -0.44
C -2.75 1.77 -0.59
C -2.25 0.34 -0.41
C -1.72 0.08 0.99
N -1.31 -1.29 1.22
C -0.36 -1.86 0.28
C -1.02 -2.39 -0.96
C -0.49 -2.14 -2.22
C -1.10 -2.65 -3.35
C -2.24 -3.42 -3.24
C -2.78 -3.67 -1.98
C -2.17 -3.16 -0.85
S -0.93 -1.58 2.82
O -0.51 -2.94 2.94
O -2.01 -1.11 3.63
C 0.49 -0.49 3.03
C 0.27 0.81 3.43
C 1.27 1.75 3.29
C 2.48 1.36 2.72
N 3.46 2.36 2.41
O 4.31 2.07 1.59
O 3.38 3.44 2.95
C 2.73 0.04 2.37
C 1.72 -0.90 2.54
H 4.34 -0.13 -2.29
H 3.66 1.25 -3.17
H 2.84 -0.32 -3.22
H 3.19 1.43 -0.71
H 2.36 -0.14 -0.76
H -0.81 2.23 -2.35
H -0.10 3.68 -1.66
H -2.16 3.82 -0.62
H -1.28 2.86 0.58
H -3.54 1.97 0.14
H -3.20 1.86 -1.58
H -3.07 -0.36 -0.62
H -1.46 0.14 -1.14
H -0.88 0.76 1.18
H -2.50 0.28 1.73
H 0.42 -1.12 0.02
H 0.11 -2.70 0.80
H 0.40 -1.54 -2.32
H -0.67 -2.45 -4.33
H -2.72 -3.82 -4.12
H -3.67 -4.27 -1.89
H -2.57 -3.35 0.13
H -0.70 1.07 3.83
H 1.13 2.79 3.56
H 3.68 -0.23 1.96
H 1.87 -1.93 2.29
```

The SMILES is CCOC(=O)CCCCCN(Cc1ccccc1)S(=O)(=O)c1ccc([N+](=O)[O-])cc1. Its total charge is 0. The value obtained for the LUMO energy is -0.79 eV. For the total energy, the calculation gives -1774.881856 Ha.